No. 1
133
Properties=species:S:1:pos:R:3 method="wB97M-V/def2-TZVPD" orbital_gap_ev=8.19 de_lowest_kcal_mol=65.6 e_lumo_ev=-0.49
C 7.2154 1.1098 2.3971
C 6.9180 0.6907 0.9081
C 5.8240 1.7126 0.3299
C 4.6891 0.8349 -0.3364
C 4.0264 1.6997 -1.5061
C 2.4717 1.6421 -1.2500
C 1.6523 2.0711 -2.5376
C 0.7089 3.2934 -2.3226
N -0.2401 3.1507 -1.1817
C -1.3334 4.1762 -1.2244
C -1.3578 4.9817 0.1281
C -2.6089 4.6941 1.0470
C -3.1190 3.2087 1.0216
C -4.5850 3.1814 1.6660
C -5.1410 1.7271 1.4318
C -4.7279 0.7400 2.5933
C -4.1704 -0.6377 2.0508
C -0.7670 1.8163 -1.0273
S -0.4746 1.0743 0.4329
S -1.6616 1.0113 -2.3832
C -2.6138 -0.4374 -1.7582
C -1.7340 -1.5853 -1.1328
C -2.2352 -3.0330 -1.4566
C -1.3054 -4.0391 -0.6650
O -2.0622 -4.7111 0.3773
C -1.5555 -4.4672 1.6491
O -2.2631 -4.5818 2.6469
H 7.6039 2.1614 2.4130
H 6.2327 1.1148 2.9365
H 7.9098 0.3781 2.8749
H 6.4666 -0.3377 0.9077
H 7.8064 0.7428 0.2349
H 6.2562 2.3586 -0.4890
H 5.3880 2.3590 1.1513
H 5.0318 -0.1645 -0.7111
H 3.9056 0.6684 0.4559
H 4.3880 2.7547 -1.5196
H 4.2640 1.1916 -2.4777
H 2.2463 0.5482 -1.0920
H 2.1648 2.1741 -0.3191
H 2.4047 2.3886 -3.3035
H 1.1576 1.1635 -2.9628
H 0.1355 3.5252 -3.2691
H 1.3317 4.2098 -2.1217
H -1.0246 4.9027 -2.0241
H -2.3224 3.7679 -1.5438
H -0.3762 4.8829 0.6554
H -1.4158 6.0724 -0.1512
H -2.2809 4.8942 2.1073
H -3.4598 5.4093 0.8783
H -2.5152 2.5235 1.6748
H -3.2472 2.7846 -0.0020
H -4.4684 3.4655 2.7395
H -5.1766 3.9302 1.0769
H -4.7448 1.3357 0.4610
H -6.2557 1.7647 1.3855
H -3.9546 1.1766 3.2693
H -5.6476 0.5526 3.2042
H -3.0702 -0.5797 1.8381
H -4.6775 -0.9872 1.1079
H -4.3071 -1.4284 2.8314
H -3.1438 -0.8714 -2.6524
H -3.4411 -0.1155 -1.0660
H -0.6471 -1.4619 -1.3713
H -1.7974 -1.4514 -0.0176
H -3.2503 -3.1317 -0.9783
H -2.3032 -3.2565 -2.5457
H -0.7499 -4.7424 -1.3359
H -0.5085 -3.4330 -0.1495
H -0.4992 -4.1307 1.8336
O -4.3348 -6.8226 1.3223
H -3.9415 -6.5551 0.4833
H -3.8495 -6.3036 1.9735
O -6.5730 -8.0565 -0.5627
H -7.0364 -8.7809 -0.1249
H -6.0710 -7.6423 0.1496
O -6.5504 -10.0278 1.7066
H -7.0150 -10.7512 2.1421
H -6.0471 -9.6097 2.4151
O 2.2091 2.9515 -5.3717
H 2.5946 2.8863 -6.2531
H 1.4549 2.3511 -5.3999
O 0.2139 2.4833 3.4040
H 0.0568 2.2147 2.4878
H -0.6753 2.6177 3.7678
O 4.4306 -1.9725 -1.8579
H 4.8663 -2.0400 -2.7168
H 3.6722 -2.5643 -1.9348
O -2.3794 -3.2854 -4.7671
H -2.0337 -3.3513 -5.6647
H -3.1467 -3.8699 -4.7683
O -2.0550 1.4968 4.8956
H -1.7491 0.6199 4.6348
H -1.7082 1.6066 5.7913
O 1.5416 -0.1391 4.4463
H 1.3840 -0.5112 3.5680
H 1.2317 0.7789 4.3700
O 3.5361 2.5899 2.0841
H 4.0621 2.7823 2.8695
H 2.6528 2.4104 2.4346
O -1.7737 4.8972 -4.6082
H -2.2390 4.1574 -4.2004
H -1.3265 5.3278 -3.8724
O 1.6151 6.1304 1.1323
H 1.9290 5.2467 0.9020
H 1.9148 6.2540 2.0400
O 1.4384 -1.7606 -3.0941
H 0.8011 -1.2078 -2.6271
H 1.0621 -1.8574 -3.9765
O 2.6838 -1.5950 1.6901
H 2.7529 -1.1711 0.8258
H 3.5673 -1.5038 2.0645
O 5.1862 -3.0144 1.8476
H 5.2344 -3.9174 1.5151
H 5.3237 -3.1072 2.7978
O 1.3784 -6.4072 -1.8631
H 1.4496 -6.4601 -0.9031
H 0.4765 -6.6930 -2.0484
O -6.7576 -0.9396 0.1218
H -7.4509 -0.5724 -0.4391
H -7.2413 -1.4506 0.7816
O -5.3108 -0.1126 -3.8936
H -5.7811 -0.8403 -3.4703
H -4.8263 0.3032 -3.1725
O 7.7185 3.7992 -1.7182
H 7.9439 4.1403 -2.5913
H 8.5338 3.8920 -1.2124
O 0.5390 1.3828 6.4534
H 0.8382 0.5078 6.1710
H 0.8952 1.4926 7.3418
O 7.0593 -2.6984 -4.0245
H 7.3656 -3.5896 -4.2264
H 7.3017 -2.5719 -3.0991

***

No. 2
47
Properties=species:S:1:pos:R:3 method="wB97M-V/def2-TZVPD" orbital_gap_ev=6.71 de_lowest_kcal_mol=7.2 e_lumo_ev=-2.01
W -0.3161 0.1355 0.0847
N 3.2527 -0.2512 -2.8084
C 2.2749 0.0537 -1.9516
S 1.4164 -1.2792 -1.2284
N 2.0401 1.3010 -1.6764
N 1.0480 1.5945 -0.7989
C 1.0987 2.8105 -0.3333
C 0.1810 3.3693 0.6110
C 0.4752 4.5977 1.2245
C -0.3958 5.1547 2.1326
C -1.6008 4.5207 2.4151
C -1.9515 3.3410 1.7888
C -1.0645 2.7403 0.8907
O -1.3992 1.6575 0.1981
H 3.5054 -1.2157 -2.9302
H 3.8312 0.4857 -3.1697
H 1.9131 3.4365 -0.6856
H 1.4054 5.0896 0.9812
H -0.1553 6.0912 2.6120
H -2.2866 4.9702 3.1136
H -2.9106 2.8777 1.9691
S -1.3782 -2.0450 0.0028
C -1.3916 -2.4243 -1.7264
C -1.4330 -3.7470 -2.1454
C -1.4490 -4.0574 -3.5012
C -1.5335 -5.4087 -3.9099
N -1.6434 -6.5023 -4.2356
C -1.4179 -3.0226 -4.4582
C -1.3971 -1.7005 -4.0364
C -1.3807 -1.3915 -2.6818
S -1.3508 0.2980 -2.2006
C -1.3914 -3.3363 -5.8379
N -1.3555 -3.5872 -6.9554
H -1.4288 -4.5360 -1.4089
H -1.3841 -0.8948 -4.7536
Cl 0.1037 -1.8221 6.5713
C 0.4772 -1.2220 5.0123
C 1.8088 -1.0158 4.6469
Cl 3.0539 -1.3461 5.7766
C 2.1335 -0.5420 3.3753
Cl 3.7615 -0.2816 2.9060
C 1.1028 -0.2914 2.4755
O 1.2377 0.1316 1.2147
C -0.2482 -0.4675 2.8497
O -1.0987 -0.1453 1.8880
C -0.5608 -0.9392 4.1246
Cl -2.1976 -1.1841 4.5685

***

No. 3
49
Properties=species:S:1:pos:R:3 method="wB97M-V/def2-TZVPD" total_charge=+2 multiplicity=2 orbital_gap_ev="4.87 / 5.00" e_lumo_ev="-9.78 / -9.63"
Tc 2.0521 0.7652 0.2839
Br -2.4528 5.8532 2.9056
C -1.0616 4.7278 2.5043
C -0.0272 4.5219 3.4495
C 1.0001 3.6839 3.1526
C 1.0168 2.9657 1.9182
O 1.9562 2.1111 1.7285
C -0.0132 3.2197 0.9308
C 0.0147 2.7037 -0.4190
N 0.8438 1.8351 -0.8920
C 0.8387 1.4161 -2.2703
C 0.0679 1.9424 -3.2705
C 0.1593 1.4256 -4.5761
C 1.0149 0.4000 -4.8656
C 1.8264 -0.1567 -3.8515
C 2.7397 -1.2182 -4.0678
C 3.4917 -1.7052 -3.0322
C 3.3448 -1.1418 -1.7658
N 2.5004 -0.1387 -1.5240
C 1.7327 0.3614 -2.5555
C -1.0231 4.0994 1.2476
H -0.0628 5.0371 4.4010
H 1.8050 3.5008 3.8527
H -0.7288 3.1188 -1.0922
H -0.6158 2.7623 -3.0934
H -0.4572 1.8560 -5.3528
H 1.0847 0.0073 -5.8730
H 2.8342 -1.6403 -5.0614
H 4.1907 -2.5172 -3.1709
H 3.9070 -1.5184 -0.9231
H -1.7994 4.3211 0.5244
O 1.7778 -2.1268 0.6816
C 0.7399 -1.6000 0.9940
O 0.6443 -0.2343 1.0142
C -0.5141 -2.2795 1.3760
C -0.5110 -3.6664 1.4907
C -1.6866 -4.2926 1.8358
C -2.8626 -3.6069 2.0680
C -2.8228 -2.2340 1.9390
C -1.6764 -1.5546 1.6015
N -4.0572 -1.4458 2.1668
O -5.0508 -2.0499 2.4839
O -3.9857 -0.2426 1.9840
N -1.6919 -5.7727 1.9594
O -2.7398 -6.2926 2.2648
O -0.6510 -6.3448 1.7186
H 0.3840 -4.2480 1.3186
H -3.7700 -4.1275 2.3379
H -1.7059 -0.4801 1.5233

***

No. 4
43
Properties=species:S:1:pos:R:3 method="wB97M-V/def2-TZVPD" orbital_gap_ev=6.93 e_lumo_ev=-1.27
O -3.0343 3.9819 1.2476
C -2.1380 3.3131 1.2997
N -1.0320 3.6168 1.8384
C 0.2674 2.7594 1.9285
C 0.8257 2.0351 0.8341
C 1.7309 0.8886 1.0402
C 2.4756 0.7591 2.3056
C 2.1129 1.8726 3.0818
C 1.0406 2.6978 2.9665
H 0.7683 3.3662 3.9312
H 2.5127 1.7247 3.9779
H 3.1703 0.1757 2.1204
C 1.9942 0.0887 -0.0390
N 1.0145 -0.0412 -1.1478
C 1.4059 -1.0270 -2.0090
C 0.7382 -1.5176 -3.0710
C 1.1650 -2.5355 -3.6619
C 2.0406 -3.5015 -3.2134
C 2.5250 -3.0599 -2.1214
C 2.2387 -2.1099 -1.3620
S 2.9485 -1.3887 0.0325
H 3.2890 -4.0483 -1.6747
H 2.1353 -4.3824 -3.8414
H 0.5074 -2.9484 -4.6764
H -0.0801 -0.5625 -3.7776
H 0.0754 2.0124 -0.0878
H -0.7437 4.3931 2.4330
C -2.3351 1.8458 0.5318
C -2.6407 1.4989 -0.5750
C -2.6443 0.2950 -1.1769
O -3.1711 0.1130 -2.4571
C -1.8879 -0.6453 -0.5289
C -1.7445 -1.9728 -0.9392
C -0.8911 -2.8958 -0.1544
C -0.5437 -2.6097 1.1205
C -1.0863 -1.3652 1.5794
C -1.5140 -0.2685 0.7541
O -1.8449 0.6510 1.5858
H -0.6072 -1.1085 2.6109
H -0.1676 -3.4802 1.6321
H -0.8111 -3.9171 -0.4103
H -2.0983 -2.4638 -1.8996
H -2.9728 2.3781 -1.2035

***

No. 5
48
Properties=species:S:1:pos:R:3 method="wB97M-V/def2-TZVPD" total_charge=+2 orbital_gap_ev="5.49 / 5.48" de_lowest_kcal_mol=18.4 e_lumo_ev="-8.59 / -8.60"
V 1.1043 -0.8996 0.4688
I 3.2217 -5.3426 -0.6048
C 1.5176 -4.5064 -1.3892
C 0.7075 -5.2178 -2.3185
C -0.4285 -4.6712 -2.8586
I -1.5225 -5.7712 -4.2219
C -0.8466 -3.3514 -2.4795
C -1.9653 -2.6538 -2.9585
C -2.2190 -1.3816 -2.4965
C -1.3969 -0.8071 -1.5331
N -0.3255 -1.4333 -1.0315
C -0.0509 -2.6801 -1.5439
C 1.1174 -3.2471 -1.0544
O 1.7333 -2.3834 -0.1802
H 1.0125 -6.2158 -2.6007
H -2.6126 -3.1137 -3.6943
H -3.0665 -0.8184 -2.8586
H -1.6198 0.1741 -1.1488
F 0.8692 -1.2278 2.1277
B 3.5421 -0.7556 2.7339
F 4.0624 -1.6919 3.4610
F 3.1658 0.4066 3.2015
F 3.3866 -0.9742 1.4040
C -3.8652 4.1305 1.6864
C -2.7216 4.2629 0.8991
C -1.8845 3.1815 0.7233
C -2.1861 1.9553 1.3338
C -3.3434 1.8298 2.1091
C -4.1786 2.9197 2.2865
C -1.3255 0.7925 1.1934
C -0.1463 0.7691 0.5733
C 1.0550 1.4595 0.3256
C 1.9070 0.8689 -0.6582
C 3.2405 1.2967 -0.8076
C 3.7043 2.3113 -0.0106
C 2.8715 2.9015 0.9707
C 1.5919 2.4632 1.1742
H -4.5193 4.9812 1.8224
H -2.4974 5.2069 0.4230
H -1.0086 3.2793 0.0935
H -3.5766 0.8828 2.5799
H -5.0694 2.8264 2.8912
H -1.7073 -0.1433 1.5980
H 1.4573 0.2771 -1.4643
H 3.8666 0.8530 -1.5697
H 4.7167 2.6728 -0.1327
H 3.2642 3.7028 1.5826
H 0.9687 2.8820 1.9532

***

No. 6
52
Properties=species:S:1:pos:R:3 method="wB97M-V/def2-TZVPD" total_charge=+1 orbital_gap_ev=7.62 de_lowest_kcal_mol=0.0 e_lumo_ev=-3.57
Hf 0.4251 -1.3567 0.2562
O -3.6278 3.3027 2.0427
C -2.8528 2.3031 1.5710
C -2.3249 2.2435 0.2309
C -1.4292 1.2537 -0.0174
N -0.9856 0.4139 0.9239
C -1.5889 0.3508 2.0866
C -2.6162 1.2106 2.4375
C -0.9319 -0.7026 2.9476
O -1.2022 -0.8105 4.0983
O -0.0042 -1.4267 2.2522
C -0.7148 0.9741 -1.2774
O -1.0556 1.5272 -2.2839
O 0.2495 0.0439 -1.1950
H -3.8601 3.9788 1.3826
H -2.5293 2.9687 -0.5590
H -3.1119 1.2100 3.4157
Cl 1.8289 -6.1498 -0.3498
C 0.2691 -5.5247 -0.5674
C -0.7948 -6.4354 -0.5711
C -2.0870 -6.0140 -0.6349
Cl -3.4644 -7.1372 -0.6563
C -2.3965 -4.6041 -0.6382
C -3.7114 -4.0700 -0.7707
C -3.8868 -2.7206 -0.7993
C -2.7826 -1.9210 -0.6064
N -1.5214 -2.3849 -0.4608
C -1.2814 -3.7200 -0.5984
C 0.0449 -4.1919 -0.4849
O 0.9402 -3.1840 -0.3499
H -0.6451 -7.4933 -0.4753
H -4.5659 -4.7824 -0.8701
H -4.8873 -2.2658 -0.8141
H -2.9372 -0.8530 -0.5300
N 2.1272 1.5297 1.2841
C 2.7935 0.8405 0.3384
S 3.0046 -0.8758 0.5016
N 3.3175 1.4185 -0.7215
C 3.5577 2.8266 -0.8992
C 2.4943 3.5887 -1.3584
C 2.6333 4.9471 -1.4945
C 3.8405 5.5797 -1.2040
C 4.9288 4.7959 -0.7393
C 4.7607 3.4354 -0.4969
H 1.9162 1.0381 2.1358
H 2.1572 2.5130 1.3533
H 3.8173 0.8574 -1.4102
H 1.5588 3.0618 -1.6362
H 1.8141 5.5972 -1.8006
H 3.9385 6.6428 -1.3229
H 5.8264 5.3553 -0.5590
H 5.5527 2.8156 -0.1054

***

No. 7
44
Properties=species:S:1:pos:R:3 method="wB97M-V/def2-TZVPD" total_charge=-1 orbital_gap_ev=4.67 e_lumo_ev=1.74
N 6.9429 -1.3174 2.3958
C 5.8682 -0.8753 2.4010
C 4.5696 -0.3480 2.4143
C 4.3586 1.0247 2.4191
C 3.0830 1.5390 2.4390
C 1.9690 0.6987 2.4612
C 0.6276 1.2675 2.4604
C -0.5056 0.5578 2.4489
C -1.8309 1.1796 2.3183
C -2.7534 0.6542 1.2815
C -2.3201 -0.2649 0.3321
C -3.1646 -0.6912 -0.6689
C -4.4541 -0.2062 -0.7395
C -4.8992 0.7000 0.2017
C -4.0557 1.1262 1.2061
O -2.1544 2.1220 3.0134
C 2.1893 -0.6801 2.4473
C 3.4664 -1.1912 2.4262
H 5.2146 1.6775 2.4120
H 2.9331 2.6051 2.4302
H 0.5482 2.3405 2.4142
H -0.4693 -0.5153 2.5052
H -1.3074 -0.6275 0.3766
H -2.8127 -1.3947 -1.4055
H -5.1072 -0.5276 -1.5351
H -5.9035 1.0850 0.1405
H -4.3834 1.8422 1.9415
H 1.3505 -1.3535 2.4452
H 3.6342 -2.2552 2.4219
F -3.7265 3.7711 7.6732
C -2.8893 4.7320 7.2363
F -3.3345 5.2498 6.0748
F -2.7702 5.7049 8.1615
C -1.5242 4.1139 7.0021
C -0.3855 4.8917 7.1379
C 0.8668 4.3397 6.9301
C 0.9903 3.0113 6.6008
C -0.1498 2.2097 6.4740
S -0.0025 0.5962 6.1189
C -1.4131 2.7852 6.6602
H -0.5012 5.9265 7.4207
H 1.7451 4.9546 7.0354
H 1.9607 2.5725 6.4381
H -2.3080 2.1940 6.5385

***

No. 8
48
Properties=species:S:1:pos:R:3 method="wB97M-V/def2-TZVPD" total_charge=-1 orbital_gap_ev=6.40 de_lowest_kcal_mol=0.0 e_lumo_ev=2.11
C -3.2837 -2.9917 2.1899
C -2.7341 -2.5320 3.3948
C -1.6268 -1.6807 3.3838
C -1.0620 -1.2973 2.1621
C 0.1501 -0.4057 2.1685
N 1.3753 -1.2093 2.0721
C 2.5151 -0.6601 2.1638
C 3.7525 -1.4494 2.1885
C 5.0225 -0.8342 2.2415
C 6.1697 -1.6230 2.2758
C 6.0656 -3.0243 2.2683
C 4.8032 -3.6387 2.2248
C 3.6437 -2.8531 2.1774
C -1.5929 -1.7605 0.9518
C -2.7116 -2.6010 0.9716
H -4.1544 -3.6518 2.2007
H -3.1681 -2.8404 4.3449
H -1.1779 -1.3185 4.3135
H 0.0855 0.3068 1.3271
H 0.1491 0.1667 3.1151
H 2.6717 0.4369 2.2291
H 5.0823 0.2554 2.2527
H 7.1551 -1.1539 2.3061
H 6.9731 -3.6322 2.2923
H 4.7194 -4.7274 2.2235
H 2.6479 -3.3050 2.1363
H -1.1164 -1.4768 0.0079
H -3.1317 -2.9574 0.0315
O -1.1002 -1.1468 -3.9961
C -1.4272 -0.0752 -4.2928
Co -1.8871 1.5974 -4.5197
C -0.3245 2.3417 -4.7976
O 0.7192 2.8238 -4.9471
C -2.8195 1.6668 -6.0169
O -3.4232 1.7025 -7.0048
C -2.5698 1.9165 -2.6293
C -1.7165 2.2946 -1.5902
C -1.0373 1.8194 -0.5336
Co -2.2995 3.6828 -2.5396
C -0.8112 4.6527 -2.6354
O 0.0881 5.3682 -2.7032
C -3.1694 4.6736 -1.2992
O -3.6917 5.3919 -0.5630
C -3.0849 4.3230 -4.0118
O -3.5657 4.8402 -4.9252
H -3.4768 1.3032 -2.4812
H -0.3891 2.4801 0.0532
H -1.2361 0.8021 -0.1818